Entry 1:
ORCA calculation (ωB97M-V with the def2-TZVPD basis set) on a molecular structure, C25H28NPtSSb2 at a distorted geometry.

```
58
Properties=species:S:1:pos:R:3:forces:R:3:mulliken_charge:R:1
Pt 0.8480 0.8205 0.0654 -2.0 -0.5 -0.1 0.447
S 1.0527 3.8538 3.3681 0.1 -0.4 -0.5 -0.276
C 1.4200 4.7397 1.9111 0.0 -0.4 -0.2 0.690
C 1.5682 6.1073 1.7518 0.0 0.0 0.0 -0.558
C 1.9180 6.5850 0.5056 0.0 0.0 0.2 -0.533
C 2.1727 5.7086 -0.5467 0.0 -0.1 0.0 -0.679
C 2.0262 4.3475 -0.3956 -0.1 -0.2 0.1 -0.200
C 1.5882 3.8504 0.8328 0.2 1.1 0.0 -0.276
N 1.3501 2.5431 1.1665 -0.7 -0.8 0.5 -0.136
C 1.0950 2.3838 2.4525 0.2 0.8 -0.1 0.761
C 0.8495 1.0580 2.9524 -0.2 -1.2 0.8 0.709
C 0.8554 0.7031 4.3056 -0.1 0.5 -0.5 -0.863
C 0.6735 -0.6179 4.6644 -0.1 -0.3 0.1 -0.692
C 0.4629 -1.5874 3.6929 -0.2 0.0 0.0 -0.781
C 0.4437 -1.2429 2.3480 0.0 -0.1 0.5 0.144
C 0.6752 0.0654 1.9692 1.0 0.0 -0.6 -0.576
H 1.4241 6.7674 2.5889 0.0 0.2 0.1 0.420
H 2.0302 7.6446 0.3525 0.0 0.2 0.0 0.406
H 2.5071 6.1008 -1.4930 0.0 0.1 -0.1 0.408
H 2.2736 3.6730 -1.1998 -0.1 -0.1 -0.1 0.391
H 1.0032 1.4667 5.0550 0.0 0.0 0.2 0.429
H 0.6908 -0.9075 5.7041 0.0 0.0 0.1 0.408
H 0.2992 -2.6172 3.9715 0.0 -0.1 0.2 0.441
H 0.2673 -2.0152 1.6078 0.1 0.0 0.0 0.477
C 1.9807 -3.1863 -0.9374 -0.2 0.3 0.3 -1.361
Sb 1.2009 -1.2501 -1.4312 -0.5 0.4 -0.6 0.641
C 2.7481 -0.7617 -2.8383 -0.2 0.2 0.3 -1.183
C -0.4184 -1.8111 -2.7793 0.5 0.3 0.2 -1.454
C -1.5334 -2.5702 -2.1489 -0.2 -0.1 0.2 0.909
C -1.4481 -3.9615 -2.1276 -0.1 0.0 0.0 -0.698
C -2.4738 -4.7486 -1.6417 0.0 0.0 0.0 -0.783
C -3.6379 -4.1459 -1.1911 0.0 -0.1 0.1 -0.625
C -3.7342 -2.7697 -1.1838 0.1 0.0 -0.2 -0.575
C -2.6888 -1.9605 -1.6340 -0.1 -0.6 0.0 0.663
C -2.8594 -0.5008 -1.5118 0.7 0.4 0.6 -1.674
Sb -2.1865 0.2666 0.4889 0.6 -0.2 -0.3 0.747
C -2.7363 -1.5558 1.5616 0.7 0.4 -0.3 -1.293
C 0.1596 1.9704 -1.5788 1.0 -0.5 -0.5 -1.596
H 1.2219 -3.8215 -0.4953 -0.1 0.0 0.1 0.412
H 2.8118 -3.0674 -0.2474 0.0 0.0 0.1 0.426
H 2.3394 -3.6451 -1.8564 0.0 0.1 -0.1 0.437
H 2.5937 -1.2960 -3.7712 -0.1 -0.1 0.0 0.415
H 3.6955 -1.0673 -2.4021 0.1 0.0 0.0 0.381
H 2.7863 0.3034 -3.0422 -0.1 0.1 0.0 0.309
H 0.0718 -2.4349 -3.5267 0.0 0.1 -0.1 0.662
H -0.7673 -0.8978 -3.2571 0.1 0.1 -0.1 0.630
H -0.5684 -4.4321 -2.5426 0.1 -0.1 0.0 0.438
H -2.3756 -5.8238 -1.6422 0.0 -0.1 0.0 0.422
H -4.4571 -4.7472 -0.8293 -0.1 -0.1 0.0 0.416
H -4.6430 -2.2931 -0.8393 -0.1 0.0 0.1 0.436
H -3.9133 -0.2296 -1.5395 -0.1 0.2 0.0 0.694
H -2.3207 0.0628 -2.2681 -0.1 0.2 0.0 0.340
H -3.8183 -1.6233 1.6128 -0.2 0.2 -0.1 0.458
H -2.3282 -1.5239 2.5676 0.0 0.1 0.0 0.422
H -2.3623 -2.4216 1.0225 0.0 -0.1 0.0 0.302
H -0.6433 1.4653 -2.1183 0.0 0.1 -0.1 0.389
H 1.0012 2.1018 -2.2589 -0.3 0.4 -0.4 0.277
H -0.1916 2.9457 -1.2437 0.0 0.0 0.1 0.453
```
Positions in Å, forces in eV/Å.

The total charge is +1. The HOMO-LUMO gap comes out at 0.201 hartree. For the energy above the lowest of the compared OMol25 structures with the same formula, charge and spin, the calculation gives 2.014 eV.

=====

Entry 2:
ORCA calculation (ωB97M-V with the def2-TZVPD basis set) on 4 unconnected molecules or ions with the total composition C4H17NO5 at a distorted geometry.

```
27
Properties=species:S:1:pos:R:3:forces:R:3:mulliken_charge:R:1
C -1.8570 0.7355 -0.3548 -0.5 2.5 0.9 -0.433
C -1.5776 -0.3077 -1.4117 0.5 -0.5 -1.3 -0.538
C -0.1476 -0.6487 -1.7158 0.1 1.4 -0.9 -0.475
O 0.3755 -1.3595 -0.6802 2.0 -1.6 0.8 -0.602
N -1.0478 2.1017 -0.5622 0.5 0.0 -0.4 -0.339
C 0.0985 2.4289 0.2374 0.3 -1.8 1.8 -0.429
O 1.2132 1.6562 -0.2813 1.2 -1.3 0.0 -0.569
H -2.9665 1.1052 -0.4690 2.1 -1.0 0.4 0.264
H -1.7010 0.3574 0.7249 -0.1 0.8 -1.7 0.259
H -1.8215 0.1283 -2.3959 -1.2 -0.5 0.3 0.299
H -1.9607 -1.3590 -1.1926 -0.6 1.7 -0.3 0.266
H -0.1151 -1.2568 -2.6151 -0.2 -0.5 0.0 0.390
H 0.4821 0.2159 -2.0149 -0.3 -0.1 0.7 0.202
H 0.0265 -1.1853 0.1945 -0.4 1.0 0.5 0.428
H -0.6851 2.3395 -1.5353 -1.4 -1.1 1.3 0.301
H 0.5963 3.3755 0.1168 -1.5 1.4 0.1 0.374
H -0.0529 2.1922 1.3957 0.1 0.5 -2.4 0.279
H 2.1056 2.0255 -0.1362 -0.8 0.3 0.1 0.304
H 1.6035 -3.2240 0.7269 3.0 0.4 -0.3 0.268
H 0.3030 -2.8773 0.0867 0.9 -1.5 1.5 0.458
O 0.7185 -3.4123 0.8536 -3.7 0.3 -1.0 -0.673
H 2.5570 -0.8077 1.1735 -1.4 1.8 0.6 0.321
H 1.7206 0.5238 1.0019 -1.2 2.5 -3.8 0.379
O 2.0313 -0.0644 1.6038 3.5 -4.1 3.0 -0.703
H -0.0078 -1.6929 2.6204 1.0 -0.5 0.1 0.299
H 0.3878 -0.1629 2.2702 1.3 -0.5 0.4 0.314
O -0.2791 -0.8270 2.3589 -3.2 0.4 -0.4 -0.642
```
Positions in Å, forces in eV/Å.

The total charge is 0. The HOMO-LUMO gap comes out at 0.363 hartree. As for the SMILES: OCCCNCO.O.O.O. For the energy above the lowest of the compared OMol25 structures with the same formula, charge and spin, the calculation gives 3.472 eV.

=====

Repeat the second record exactly.
ORCA calculation (ωB97M-V with the def2-TZVPD basis set) on 4 unconnected molecules or ions with the total composition C4H17NO5 at a distorted geometry.

```
27
Properties=species:S:1:pos:R:3:forces:R:3:mulliken_charge:R:1
C -1.8570 0.7355 -0.3548 -0.5 2.5 0.9 -0.433
C -1.5776 -0.3077 -1.4117 0.5 -0.5 -1.3 -0.538
C -0.1476 -0.6487 -1.7158 0.1 1.4 -0.9 -0.475
O 0.3755 -1.3595 -0.6802 2.0 -1.6 0.8 -0.602
N -1.0478 2.1017 -0.5622 0.5 0.0 -0.4 -0.339
C 0.0985 2.4289 0.2374 0.3 -1.8 1.8 -0.429
O 1.2132 1.6562 -0.2813 1.2 -1.3 0.0 -0.569
H -2.9665 1.1052 -0.4690 2.1 -1.0 0.4 0.264
H -1.7010 0.3574 0.7249 -0.1 0.8 -1.7 0.259
H -1.8215 0.1283 -2.3959 -1.2 -0.5 0.3 0.299
H -1.9607 -1.3590 -1.1926 -0.6 1.7 -0.3 0.266
H -0.1151 -1.2568 -2.6151 -0.2 -0.5 0.0 0.390
H 0.4821 0.2159 -2.0149 -0.3 -0.1 0.7 0.202
H 0.0265 -1.1853 0.1945 -0.4 1.0 0.5 0.428
H -0.6851 2.3395 -1.5353 -1.4 -1.1 1.3 0.301
H 0.5963 3.3755 0.1168 -1.5 1.4 0.1 0.374
H -0.0529 2.1922 1.3957 0.1 0.5 -2.4 0.279
H 2.1056 2.0255 -0.1362 -0.8 0.3 0.1 0.304
H 1.6035 -3.2240 0.7269 3.0 0.4 -0.3 0.268
H 0.3030 -2.8773 0.0867 0.9 -1.5 1.5 0.458
O 0.7185 -3.4123 0.8536 -3.7 0.3 -1.0 -0.673
H 2.5570 -0.8077 1.1735 -1.4 1.8 0.6 0.321
H 1.7206 0.5238 1.0019 -1.2 2.5 -3.8 0.379
O 2.0313 -0.0644 1.6038 3.5 -4.1 3.0 -0.703
H -0.0078 -1.6929 2.6204 1.0 -0.5 0.1 0.299
H 0.3878 -0.1629 2.2702 1.3 -0.5 0.4 0.314
O -0.2791 -0.8270 2.3589 -3.2 0.4 -0.4 -0.642
```
Positions in Å, forces in eV/Å.

The total charge is 0. The HOMO-LUMO gap comes out at 0.363 hartree. As for the SMILES: OCCCNCO.O.O.O. For the energy above the lowest of the compared OMol25 structures with the same formula, charge and spin, the calculation gives 3.472 eV.

=====

- What is the formula in the second record?
  C4H17NO5